(1)
Below is a 14-piece molecular cluster, C14H56N6O14 overall at a distorted geometry, with properties calculated with ωB97M-V/def2-TZVPD.

The geometry in ORCA input format:
```
! RIJCOSX wB97M-V def2-TZVPD def2/J DEFGRID3
* xyz 0 1
C -1.572 3.778 -3.824
O -0.700 2.780 -3.216
H -2.345 4.173 -3.202
H -0.993 4.541 -4.305
H -2.139 3.267 -4.671
H 0.177 3.129 -2.989
C -4.576 2.627 2.154
O -3.742 2.635 1.002
H -5.045 3.592 2.263
H -5.465 2.001 1.904
H -4.027 2.275 3.010
H -3.364 1.683 0.978
C 1.840 -4.855 -2.145
O 2.207 -4.153 -0.954
H 2.360 -5.812 -2.158
H 0.751 -4.955 -2.239
H 2.074 -4.246 -3.002
H 2.262 -4.779 -0.241
C 4.004 4.292 -0.410
O 3.493 2.991 -0.457
H 3.845 4.787 -1.348
H 3.635 4.721 0.479
H 5.105 4.303 -0.234
H 2.949 2.695 0.320
C 3.989 -1.040 -1.701
O 2.954 -1.258 -0.794
H 4.875 -0.862 -1.101
H 4.221 -1.867 -2.394
H 3.865 -0.138 -2.309
H 2.805 -2.241 -0.651
C 2.699 2.711 -4.108
O 2.145 3.244 -2.919
H 1.911 2.344 -4.815
H 3.485 3.346 -4.566
H 3.215 1.745 -3.974
H 2.705 2.979 -2.197
C -0.704 0.021 -5.401
O -0.472 0.254 -4.018
H -1.367 0.760 -5.880
H 0.303 0.021 -5.939
H -1.068 -1.004 -5.398
H -0.636 1.227 -3.863
C -4.498 -2.668 1.843
O -3.244 -2.984 1.310
H -4.454 -2.691 2.933
H -5.050 -1.772 1.532
H -5.184 -3.511 1.662
H -2.732 -2.180 1.217
C 1.043 1.875 2.310
O 1.507 2.237 1.031
H 1.901 1.588 2.977
H 0.623 2.786 2.776
H 0.286 1.107 2.419
H 0.785 2.770 0.614
C -1.971 -3.313 4.686
O -1.878 -2.369 3.618
H -2.665 -2.911 5.412
H -2.467 -4.210 4.277
H -1.116 -3.573 5.234
H -1.029 -1.923 3.624
C -0.968 4.932 0.732
O -0.934 3.489 0.553
H 0.001 5.288 1.000
H -1.287 5.468 -0.126
H -1.585 5.112 1.528
H -1.784 3.125 0.915
C -1.822 0.266 -0.398
O -2.436 -0.001 0.683
N -2.515 0.767 -1.498
N -0.485 0.013 -0.492
H -3.484 0.951 -1.253
H -2.033 1.323 -2.184
H 0.070 0.311 -1.309
H -0.004 -0.202 0.335
C 0.097 -4.655 1.465
O 1.306 -4.769 1.667
N -0.425 -3.837 0.537
N -0.777 -5.244 2.336
H 0.191 -3.217 0.119
H -1.363 -3.659 0.712
H -0.337 -5.656 3.172
H -1.704 -4.888 2.397
C 2.172 -1.456 3.480
O 2.419 -0.657 4.366
N 2.449 -1.265 2.120
N 1.330 -2.582 3.711
H 3.231 -0.708 1.891
H 2.377 -2.105 1.583
H 1.284 -2.778 4.717
H 1.498 -3.340 3.077
*
```

Computed properties:
E: -53030.83991 eV
Gap between HOMO and LUMO: 0.3796 Eh
LUMO energy: 0.63 eV
Relative energy (zero: lowest compared OMol25 entry of this formula, charge and spin): 47.3 kJ/mol

---

(2)
Below is a 9-piece molecular cluster, C33H58O27 overall at a distorted geometry, with properties calculated with ωB97M-V/def2-TZVPD.

The geometry in ORCA input format:
```
! RIJCOSX wB97M-V def2-TZVPD def2/J DEFGRID3
* xyz 0 1
C 5.768 -20.146 8.387
C 5.219 -21.473 8.827
C 6.162 -22.208 9.741
O 5.426 -22.435 10.894
C 4.166 -21.974 10.706
O 3.243 -22.245 11.375
O 4.122 -21.275 9.660
H 6.073 -19.456 9.174
H 5.102 -19.580 7.736
H 6.615 -20.413 7.755
H 4.853 -22.080 7.999
H 7.000 -21.629 10.130
H 6.515 -23.160 9.344
C -3.920 -18.991 11.997
C -4.274 -18.512 13.439
C -3.085 -17.854 14.039
O -3.609 -16.799 14.752
C -4.759 -16.501 14.338
O -5.466 -15.653 14.781
O -5.044 -17.398 13.358
H -4.758 -19.026 11.301
H -3.383 -19.941 11.992
H -3.326 -18.200 11.539
H -4.814 -19.189 14.101
H -2.229 -17.600 13.414
H -2.750 -18.598 14.762
C -7.462 -13.843 7.305
C -8.441 -13.945 8.449
O -9.801 -13.685 7.934
C -10.690 -14.691 7.549
O -10.528 -15.856 7.870
O -11.722 -14.236 6.836
C -11.920 -12.846 6.645
H -7.546 -14.883 6.988
H -6.499 -13.506 7.689
H -7.841 -13.209 6.504
H -8.262 -13.134 9.155
H -8.338 -14.791 9.128
H -12.348 -12.384 7.535
H -12.775 -12.855 5.969
H -11.038 -12.318 6.283
C -0.469 -7.207 8.001
C -0.840 -8.036 6.841
O -2.117 -8.549 7.009
C -3.213 -7.804 6.846
O -3.216 -6.557 6.578
O -4.141 -8.638 7.011
C -5.545 -8.257 6.834
H -1.140 -6.355 8.110
H 0.529 -6.801 7.834
H -0.521 -7.814 8.904
H -0.124 -8.814 6.576
H -0.839 -7.370 5.978
H -5.653 -7.283 7.311
H -6.297 -8.900 7.290
H -5.893 -8.008 5.831
C -1.441 -17.210 4.446
C -2.581 -17.950 3.636
O -3.166 -18.897 4.562
C -4.239 -19.633 4.330
O -4.743 -19.819 3.183
O -4.509 -20.363 5.497
C -5.469 -21.429 5.457
H -0.489 -17.638 4.761
H -1.959 -16.765 5.296
H -1.230 -16.256 3.963
H -2.288 -18.448 2.711
H -3.289 -17.213 3.257
H -5.502 -22.086 4.588
H -6.484 -21.033 5.426
H -5.347 -21.941 6.411
C 7.630 -10.981 11.729
C 8.363 -11.229 13.065
O 7.581 -11.917 14.059
C 7.956 -12.078 15.331
O 9.099 -12.030 15.862
O 6.867 -12.472 15.937
C 6.870 -12.825 17.299
H 8.365 -10.691 10.979
H 7.019 -10.081 11.795
H 7.090 -11.784 11.229
H 8.533 -10.224 13.452
H 9.330 -11.720 13.174
H 5.836 -12.563 17.524
H 7.261 -12.078 17.990
H 7.071 -13.892 17.395
C -1.466 -11.342 12.236
O -0.148 -11.863 12.524
C 0.396 -12.978 11.845
O -0.138 -13.672 10.984
O 1.613 -13.092 12.405
C 2.412 -14.233 12.138
H -1.864 -11.088 13.219
H -2.139 -12.021 11.713
H -1.465 -10.423 11.649
H 3.424 -13.989 11.812
H 1.994 -15.039 11.535
H 2.606 -14.557 13.161
O -1.086 -5.148 15.273
C 0.075 -5.551 15.072
O 0.858 -5.915 16.089
C 1.833 -6.784 15.595
C 2.041 -6.258 14.193
O 0.684 -5.910 13.917
H 2.819 -6.760 16.061
H 1.566 -7.840 15.625
H 2.536 -7.108 13.724
H 2.679 -5.376 14.136
O -7.444 -9.827 21.950
C -6.712 -9.251 21.211
O -5.735 -9.814 20.584
C -5.548 -9.159 19.383
C -5.936 -7.731 19.824
O -6.703 -7.965 20.996
H -4.557 -9.148 18.929
H -6.146 -9.691 18.643
H -6.437 -7.127 19.067
H -5.102 -7.101 20.133
*
```

Computed properties:
E: -90437.63073 eV
Structure (SMILES): C[C@H]1COC(=O)O1.C[C@H]1COC(=O)O1.CCOC(=O)OC.CCOC(=O)OC.CCOC(=O)OC.CCOC(=O)OC.COC(=O)OC.O=C1OCCO1.O=C1OCCO1
Gap between HOMO and LUMO: 0.3869 Eh
LUMO energy: -0.07 eV
Relative energy (zero: lowest compared OMol25 entry of this formula, charge and spin): 308.1 kJ/mol

---

(3)
Below is C22H20BCo2N2O6 as an isolated structure at a distorted geometry, with properties calculated with ωB97M-V/def2-TZVPD.

The geometry in ORCA input format:
```
! RIJCOSX wB97M-V def2-TZVPD def2/J DEFGRID3
* xyz -1 1
C -4.549 6.720 -4.015
N -3.965 5.420 -3.747
C -3.995 4.478 -4.850
C -3.458 5.075 -2.490
C -4.291 4.511 -1.490
C -3.755 4.165 -0.280
N -2.444 4.347 0.022
B -2.049 3.959 1.380
H 0.454 4.407 0.798
C -1.626 4.884 -0.917
C -2.079 5.259 -2.159
H -4.490 7.348 -3.122
H -4.003 7.195 -4.836
H -5.594 6.606 -4.319
H -3.548 3.529 -4.545
H -5.028 4.313 -5.174
H -3.436 4.895 -5.693
H -5.363 4.350 -1.691
H -4.362 3.729 0.514
H -2.049 4.842 2.187
H -1.701 2.775 1.467
H -0.573 5.029 -0.660
H -1.397 5.708 -2.920
O 2.028 9.019 3.835
C 2.776 8.314 3.251
Co 3.916 7.227 2.513
C 5.387 8.175 2.369
O 6.362 8.808 2.380
C 4.270 6.242 3.897
O 4.502 5.534 4.799
C 3.582 5.582 1.098
C 4.704 4.730 1.121
C 6.064 5.126 1.115
C 7.127 4.216 1.392
C 6.835 2.878 1.619
C 5.531 2.424 1.528
C 4.480 3.341 1.249
C 2.189 5.475 0.759
C 0.999 4.984 1.461
Co 2.910 6.851 -0.126
C 2.212 6.542 -1.683
O 1.664 6.346 -2.686
C 4.475 7.648 -0.601
O 5.444 8.209 -0.937
C 2.132 8.325 0.493
O 1.553 9.313 0.665
H 6.338 6.192 0.900
H 8.156 4.586 1.437
H 7.622 2.189 1.873
H 5.263 1.380 1.672
H 3.436 2.980 1.150
H 0.375 5.865 1.673
H 1.268 4.111 2.124
*
```

Computed properties:
E: -114326.71254 eV
Gap between HOMO and LUMO: 0.0926 Eh
LUMO energy: 1.13 eV

---

(4)
Below is C3H4N2O3 as an isolated structure at a distorted geometry, with properties calculated with ωB97M-V/def2-TZVPD.

The geometry in ORCA input format:
```
! RIJCOSX wB97M-V def2-TZVPD def2/J DEFGRID3
* xyz 0 1
C 0.103 0.605 -0.292
C -0.900 0.602 1.792
C 0.344 -0.756 0.363
H 1.395 -0.176 -2.989
H 0.458 -1.595 -1.855
H -1.993 0.931 2.113
H -0.114 1.112 2.555
N 0.571 -0.315 -2.170
N 0.169 0.681 -1.544
O -0.671 1.271 0.512
O -0.371 -0.742 1.505
O 1.010 -1.619 0.012
*
```

Computed properties:
E: -12293.16406 eV
Gap between HOMO and LUMO: 0.3057 Eh
LUMO energy: 0.68 eV
Relative energy (zero: lowest compared OMol25 entry of this formula, charge and spin): 562.6 kJ/mol